Entry 1:
This record from the Open Molecules 2025 dataset describes a structure of composition C25H32FIrN4O2P at a distorted geometry. The level of theory is ωB97M-V with the def2-TZVPD basis set.

The geometry in ORCA input format:
```
! wB97M-V def2-TZVPD RIJCOSX def2/J DEFGRID3
* xyz 2 2
Ir -1.943 -2.320 0.152
N -0.766 -2.889 1.792
C -0.480 -1.636 2.548
C -1.792 -1.004 2.930
N -2.643 -0.921 1.711
C -4.039 -1.327 2.026
C -4.078 -2.828 2.091
N -3.509 -3.291 0.806
C -2.586 0.388 1.012
C -3.310 0.277 -0.329
N -2.774 -0.880 -1.085
H -1.141 -3.623 2.388
H 0.103 -3.252 1.398
H 0.077 -0.991 1.868
H 0.144 -1.834 3.420
H -1.660 -0.026 3.398
H -2.293 -1.630 3.668
H -4.693 -1.006 1.221
H -4.407 -0.852 2.938
H -5.085 -3.209 2.253
H -3.456 -3.223 2.892
H -4.173 -3.212 0.035
H -3.255 -4.279 0.841
H -1.534 0.621 0.850
H -3.023 1.193 1.613
H -3.168 1.204 -0.885
H -4.382 0.149 -0.221
H -1.940 -0.586 -1.592
H -3.420 -1.269 -1.771
O 0.369 -2.988 -0.761
C 0.683 -1.811 -0.936
O -0.118 -0.858 -0.587
C 1.991 -1.448 -1.556
C 2.714 -2.437 -2.206
C 3.925 -2.124 -2.808
C 4.419 -0.826 -2.761
C 3.698 0.167 -2.115
C 2.480 -0.148 -1.514
P 1.538 1.137 -0.719
C 2.354 1.773 0.702
C 3.445 1.081 1.249
C 4.000 1.503 2.445
C 3.463 2.596 3.114
C 2.366 3.275 2.591
C 1.801 2.862 1.400
C 1.056 2.388 -1.874
C 0.259 1.978 -2.951
C -0.125 2.898 -3.909
C 0.276 4.226 -3.795
C 1.067 4.636 -2.730
C 1.458 3.724 -1.763
H 2.318 -3.443 -2.236
H 4.485 -2.895 -3.321
H 5.363 -0.585 -3.232
H 4.078 1.182 -2.090
H 3.875 0.238 0.725
H 4.859 0.986 2.850
H 3.900 2.921 4.048
H 1.957 4.129 3.115
H 0.942 3.389 1.005
H -0.031 0.938 -3.047
H -0.729 2.585 -4.750
H -0.022 4.942 -4.549
H 1.391 5.665 -2.658
H 2.096 4.044 -0.952
F -2.378 -3.444 -1.393
*
```

Values from the calculation:
gap between HOMO and LUMO (alpha / beta)	8.44 / 6.56	eV
electronic energy	-51331.474	eV
highest occupied orbital energy (alpha / beta)	-0.4844 / -0.5054	hartree
ΔE to the lowest compared entry with this formula, charge and spin	226.9	kJ/mol
molar mass	662.7	g/mol

From a Mulliken analysis of the wavefunction, the atomic charges in e read: 1.86, -0.59, -0.16, -0.83, -0.06, -0.61, -0.72, -0.27, -0.64, -0.99, -0.45, 0.33, 0.32, -0.28, 0.61, 0.42, 0.41, 0.28, 0.42, 0.53, 0.27, 0.37, 0.39, 0.29, 0.47, 0.53, 0.41, 0.13, 0.40, -0.71, 1.03, -0.79, -0.36, -0.72, -0.63, -0.76, -0.17, 0.19, 1.45, 0.63, -0.51, -0.81, -0.50, -0.84, -0.75, 0.64, -0.63, -0.83, -0.50, -0.76, -0.34, 0.55, 0.45, 0.46, 0.52, 0.40, 0.45, 0.43, 0.44, 0.55, 0.44, 0.44, 0.42, 0.45, 0.52, -0.67


Entry 2:
This record from the Open Molecules 2025 dataset describes a structure of composition C25H32FeN2P2 at a distorted geometry. The level of theory is ωB97M-V with the def2-TZVPD basis set.

The geometry in ORCA input format:
```
! wB97M-V def2-TZVPD RIJCOSX def2/J DEFGRID3
* xyz 1 6
C -1.568 3.211 -4.066
C -1.398 1.913 -3.571
C -0.059 1.427 -3.523
C 1.066 2.269 -3.681
C 0.828 3.576 -4.093
C -0.460 4.024 -4.316
C 2.330 1.742 -3.067
C 2.548 0.357 -3.582
C 1.457 -0.513 -3.451
C 1.578 -1.936 -3.454
C 2.813 -2.464 -3.807
C 3.914 -1.619 -3.971
C 3.796 -0.225 -3.815
H -2.575 3.596 -4.130
H 1.694 4.226 -4.267
H -0.636 5.069 -4.638
H 3.202 2.387 -3.436
H 2.923 -3.554 -3.831
H 4.897 -2.064 -4.148
H 4.662 0.420 -3.930
N 0.224 0.104 -3.111
Fe -0.073 -0.151 -1.380
C -2.544 1.116 -2.952
H -2.756 0.208 -3.560
H -3.429 1.775 -2.834
C 0.427 -2.809 -3.002
H -0.445 -2.754 -3.668
H 0.751 -3.855 -2.882
P -2.102 0.597 -1.205
P -0.114 -2.308 -1.299
C 1.292 -2.945 -0.295
H 1.117 -2.754 0.773
H 1.418 -4.020 -0.478
H 2.206 -2.412 -0.588
C -1.497 -3.421 -0.939
H -1.284 -4.403 -1.397
H -1.624 -3.521 0.152
H -2.411 -2.997 -1.376
C -2.101 2.210 -0.304
H -3.081 2.691 -0.455
H -1.944 1.965 0.759
H -1.282 2.829 -0.714
C -3.577 -0.277 -0.587
H -3.615 -0.137 0.506
H -4.469 0.161 -1.065
H -3.492 -1.346 -0.834
H 2.280 1.673 -1.971
H 1.498 1.011 -1.184
N -1.145 -1.282 2.130
C -0.807 -0.379 3.080
C 0.522 -0.374 3.599
C 0.847 0.517 4.627
C -0.113 1.385 5.141
C -1.411 1.369 4.652
C -1.781 0.500 3.627
H -0.451 -1.918 1.740
H -2.044 -1.282 1.646
H 1.241 -1.086 3.206
H 1.882 0.529 4.990
H 0.171 2.106 5.919
H -2.164 2.063 5.030
H -2.807 0.441 3.248
*
```

Values from the calculation:
gap between HOMO and LUMO (alpha / beta)	8.08 / 5.34	eV
electronic energy	-82380.813	eV
highest occupied orbital energy (alpha / beta)	-0.3735 / -0.3761	hartree
ΔE to the lowest compared entry with this formula, charge and spin	34.5	kJ/mol
molar mass	478.3	g/mol

From a Mulliken analysis of the wavefunction, the atomic charges in e read: -0.91, 0.29, 0.75, 0.80, -0.90, -0.73, -0.70, 0.62, 1.00, 0.29, -0.83, -0.79, -0.98, 0.41, 0.42, 0.37, 0.53, 0.38, 0.38, 0.44, -0.51, -0.22, -1.17, 0.41, 0.46, -1.23, 0.43, 0.49, 1.04, 1.09, -1.31, 0.32, 0.40, 0.36, -1.18, 0.44, 0.35, 0.37, -1.37, 0.40, 0.39, 0.35, -0.88, 0.25, 0.45, 0.22, -0.02, -0.18, -0.24, 1.17, -0.61, -0.50, -0.57, -0.55, -0.42, -0.11, 0.06, 0.34, 0.36, 0.35, 0.36, 0.34


Entry 3:
This record from the Open Molecules 2025 dataset describes a structure of composition C25H32MnN3O3Si. The level of theory is ωB97M-V with the def2-TZVPD basis set.

The geometry in ORCA input format:
```
! wB97M-V def2-TZVPD RIJCOSX def2/J DEFGRID3
* xyz 2 5
Mn -0.298 -0.277 -0.690
O 0.537 -1.479 7.172
C 0.192 -0.609 6.218
O -0.214 0.481 6.494
C 0.283 -1.048 4.772
C 0.462 -2.362 4.345
C 0.502 -2.670 2.995
C 0.366 -1.650 2.057
C 0.183 -0.340 2.482
C 0.139 -0.037 3.828
N 0.370 -1.847 0.649
C 0.643 -2.960 0.088
C 0.573 -3.071 -1.379
C 0.938 -4.238 -2.027
C 0.879 -4.277 -3.415
C 0.465 -3.147 -4.098
C 0.113 -2.016 -3.372
N 0.150 -1.975 -2.042
H 0.908 -2.297 6.825
H 0.547 -3.180 5.049
H 0.618 -3.704 2.702
H 0.099 0.461 1.751
H -0.008 0.975 4.178
H 0.932 -3.847 0.644
H 1.268 -5.096 -1.458
H 1.160 -5.173 -3.950
H 0.418 -3.128 -5.177
H -0.196 -1.112 -3.881
O -2.254 -1.210 -0.388
C -3.547 -0.555 -0.512
C -3.834 -0.166 -1.950
C -2.681 0.630 -2.582
C -2.264 1.779 -1.711
C -2.960 2.979 -1.737
C -2.621 3.993 -0.858
C -1.577 3.788 0.032
C -0.913 2.582 -0.005
N -1.244 1.587 -0.849
H -2.340 -2.132 -0.656
H -3.482 0.317 0.139
H -4.308 -1.220 -0.106
H -4.748 0.432 -1.956
H -4.038 -1.051 -2.556
H -2.979 0.998 -3.563
H -1.826 -0.034 -2.754
H -3.763 3.109 -2.449
H -3.158 4.931 -0.872
H -1.271 4.550 0.733
H -0.069 2.397 0.645
C 2.554 2.094 1.480
Si 2.558 1.957 -0.390
C 1.919 3.502 -1.239
C 4.304 1.559 -0.941
C 1.603 0.423 -1.032
H 3.239 2.900 1.751
H 2.942 1.181 1.935
H 1.604 2.327 1.961
H 1.943 4.365 -0.573
H 0.900 3.402 -1.615
H 2.553 3.740 -2.094
H 4.956 2.401 -0.700
H 4.373 1.392 -2.016
H 4.699 0.681 -0.429
H 2.155 -0.488 -0.776
H 1.546 0.482 -2.129
*
```

Values from the calculation:
gap between HOMO and LUMO (alpha / beta)	7.40 / 7.62	eV
electronic energy	-76243.061	eV
highest occupied orbital energy (alpha / beta)	-0.5408 / -0.5411	hartree
ΔE to the lowest compared entry with this formula, charge and spin	36.5	kJ/mol
molar mass	505.6	g/mol

From a Mulliken analysis of the wavefunction, the atomic charges in e read: 0.51, -0.45, 0.56, -0.51, 0.73, -1.15, -1.36, 0.78, 0.94, -0.94, 0.53, -0.07, 0.13, -0.94, -0.41, -1.02, -0.09, 0.37, 0.29, 0.26, 0.33, -0.07, 0.53, 0.35, 0.51, 0.48, 0.45, 0.52, -0.50, -0.83, -0.61, -0.31, 0.73, -0.69, -0.55, -0.98, -0.85, 0.86, 0.31, 0.34, 0.48, 0.41, 0.37, 0.64, -0.67, 0.57, 0.47, 0.51, 0.24, -0.99, 0.20, -1.04, -1.17, -0.38, 0.47, 0.33, 0.35, 0.38, 0.30, 0.40, 0.34, 0.34, 0.34, 0.39, 0.53


Entry 4:
This record from the Open Molecules 2025 dataset describes a structure of composition C25H32N10OV at a distorted geometry. The level of theory is ωB97M-V with the def2-TZVPD basis set.

The geometry in ORCA input format:
```
! wB97M-V def2-TZVPD RIJCOSX def2/J DEFGRID3
* xyz 4 2
V -0.605 1.176 -0.069
C 2.847 -2.015 3.032
C 2.745 -0.853 2.252
N 1.838 -0.751 1.294
C 1.004 -1.778 1.095
C 1.005 -2.865 1.981
N 1.931 -2.956 2.915
C 0.272 -1.796 -0.188
C 0.159 -2.999 -0.870
C -0.295 -3.044 -2.192
C -0.613 -1.820 -2.801
C -0.515 -0.655 -2.073
N -0.127 -0.630 -0.766
C -0.600 0.685 -2.660
C -1.002 0.983 -3.971
N -0.816 2.180 -4.490
C -0.189 3.110 -3.772
C 0.146 2.878 -2.444
N -0.105 1.683 -1.880
C -0.327 -4.313 -2.926
C -1.403 -4.648 -3.745
C -1.373 -5.879 -4.399
N -0.340 -6.687 -4.266
C 0.702 -6.394 -3.512
C 0.746 -5.198 -2.798
H 3.659 -2.186 3.730
H 3.431 -0.024 2.386
H 0.251 -3.646 1.950
H 0.488 -3.911 -0.390
H -0.880 -1.786 -3.849
H -1.472 0.234 -4.600
H 0.021 4.061 -4.249
H 0.612 3.645 -1.836
H -2.269 -4.004 -3.855
H -2.191 -6.204 -5.031
H 1.512 -7.112 -3.467
H 1.617 -4.969 -2.195
N -1.876 2.929 -0.120
C -3.250 2.534 -0.545
C -3.640 1.331 0.284
N -2.576 0.292 0.104
H -1.938 3.323 0.821
H -1.556 3.699 -0.706
H -3.234 2.286 -1.609
H -3.970 3.342 -0.410
H -4.618 0.956 -0.018
H -3.697 1.599 1.341
H -2.766 -0.203 -0.770
H -2.676 -0.419 0.832
C 1.357 1.592 4.700
N 0.502 1.635 3.508
C -0.800 0.983 3.684
C 0.893 2.092 2.334
O 0.206 1.664 1.240
N 1.874 2.947 2.129
C 2.360 3.909 3.129
C 2.546 3.055 0.827
H 1.249 0.608 5.157
H 1.048 2.332 5.440
H 2.400 1.744 4.446
H -1.220 1.294 4.640
H -0.684 -0.103 3.701
H -1.497 1.273 2.900
H 1.664 4.021 3.954
H 2.465 4.877 2.638
H 3.344 3.630 3.507
H 2.324 2.202 0.190
H 3.622 3.077 0.997
H 2.277 3.991 0.334
*
```

Values from the calculation:
gap between HOMO and LUMO (alpha / beta)	3.13 / 3.51	eV
electronic energy	-69039.997	eV
highest occupied orbital energy (alpha / beta)	-0.6603 / -0.6600	hartree
ΔE to the lowest compared entry with this formula, charge and spin	243.4	kJ/mol
molar mass	539.5	g/mol

From a Mulliken analysis of the wavefunction, the atomic charges in e read: 0.46, -0.57, -0.17, -0.15, 0.42, -0.30, -0.47, 0.30, -1.09, 0.18, -0.60, 0.64, 0.24, 0.41, -0.29, -0.39, -0.65, -0.21, 0.30, 0.26, -0.58, -0.45, -0.46, -0.52, -0.54, 0.45, 0.54, 0.50, 0.91, 0.68, 0.46, 0.46, 0.58, 0.48, 0.40, 0.40, 0.54, -0.41, -0.56, -0.60, -0.16, 0.40, 0.25, 0.29, 0.50, 0.46, 0.31, 0.36, 0.31, -1.20, 0.15, -1.01, 0.28, -0.05, 0.15, -1.16, -1.04, 0.41, 0.39, 0.46, 0.49, 0.33, 0.20, 0.42, 0.42, 0.40, 0.27, 0.45, 0.36